## i
The following is a quantum chemistry calculation of a cluster of 2 separate species, CH3N2O in total, from the OMol25 dataset.

```
7
Properties=species:S:1:pos:R:3:nbo_charge:R:1
C 1.2705 0.2286 -0.2742 0.0357
N 0.3402 -0.0386 0.4623 -0.6199
N -3.1658 0.2100 -0.1216 0.6869
O -2.3322 -0.3632 0.2873 0.1693
H 1.1711 0.6866 -1.3506 0.1799
H 2.2567 -0.1349 -0.2458 0.1813
H 0.4595 -0.5886 1.2425 0.3669
```

## Properties
* net charge: +1
* HOMO energy (alpha / beta): -14.44 / -14.44 eV

---

## ii
The following is a quantum chemistry calculation of a cluster of 2 separate species, CH3N2O in total, from the OMol25 dataset.

```
7
Properties=species:S:1:pos:R:3:nbo_charge:R:1
C 1.3361 -0.2898 0.2160 0.0035
N 0.6950 0.6085 -0.3122 -0.5206
N -2.6452 0.1277 0.1247 0.6525
O -3.7502 0.0337 0.3105 0.1059
H 0.9257 -0.8292 0.9812 0.1760
H 2.3564 -0.5742 -0.0277 0.1973
H 1.0821 0.9234 -1.2924 0.3854
```

## Properties
* net charge: +1
* HOMO energy (alpha / beta): -14.98 / -13.67 eV

---

It is ii that is the least stable of them.

---

## i
The following is a quantum chemistry calculation of a cluster of 2 separate species, C2H11N2O in total, from the OMol25 dataset.

```
16
Properties=species:S:1:pos:R:3:nbo_charge:R:1
C 1.6137 1.3612 -0.4260 -0.4363
N 1.3840 -0.0900 -0.3364 -0.6971
H 2.6314 1.6190 -0.1250 0.2384
H 1.4312 1.7297 -1.4172 0.2372
H 0.9545 1.9066 0.2488 0.2379
H 2.1990 -0.5699 -0.7133 0.4354
H 0.5339 -0.3718 -0.8560 0.4671
H 1.2282 -0.2908 0.6524 0.4622
N -1.3113 -0.9228 -0.6982 -0.8894
C -1.6715 -0.1907 0.5086 0.0848
O -0.7207 -0.4392 1.5290 -0.7572
H -0.8246 -1.7835 -0.4663 0.3680
H -2.1474 -1.2750 -1.1567 0.4004
H -1.6120 0.8724 0.3554 0.1687
H -2.7019 -0.3952 0.7854 0.1796
H -0.9864 -1.1602 2.1154 0.5005
```

## Properties
* net charge: +1
* HOMO energy: -14.36 eV

---

## ii
The following is a quantum chemistry calculation of a cluster of 2 separate species, C2H11N2O in total, from the OMol25 dataset.

```
16
Properties=species:S:1:pos:R:3:nbo_charge:R:1
C -2.1784 1.0679 -1.1783 -0.4226
N -1.1465 0.1804 -0.4992 -0.7031
H -1.5388 1.6180 -1.9196 0.2273
H -2.7532 0.4892 -1.8707 0.2386
H -2.6263 1.6919 -0.4239 0.2427
H -1.0507 -0.6176 -1.1477 0.4280
H -1.5389 -0.2605 0.3218 0.4348
H -0.1916 0.6029 -0.3926 0.4764
N 1.2179 0.5125 0.7086 -0.8844
C 1.7517 -0.8844 0.7485 0.0881
O 0.9164 -1.9704 1.0946 -0.7188
H 1.0004 0.9008 1.6191 0.3787
H 2.0699 1.0234 0.4045 0.3928
H 1.9322 -0.9801 -0.3440 0.1489
H 2.6475 -0.7856 1.3179 0.1724
H 1.4883 -2.5885 1.5611 0.5002
```

## Properties
* net charge: +1
* HOMO energy: -14.33 eV

---

## iii
The following is a quantum chemistry calculation of a cluster of 2 separate species, C2H11N2O in total, from the OMol25 dataset.

```
16
Properties=species:S:1:pos:R:3:nbo_charge:R:1
C 0.8645 1.0179 -1.9370 -0.4171
N -0.2029 0.0608 -1.5030 -0.7174
H 0.8508 1.1002 -3.0161 0.2325
H 1.8234 0.6248 -1.6367 0.2347
H 0.6644 1.9669 -1.4603 0.2284
H -1.0320 0.2098 -2.0718 0.4252
H 0.1026 -0.9074 -1.5729 0.4284
H -0.4432 0.2493 -0.4484 0.4551
N -0.6469 0.3819 1.1636 -0.8775
C -0.5006 -1.0460 1.6516 0.1012
O 0.8364 -1.3341 1.7644 -0.7076
H 0.0051 0.9228 1.7182 0.3928
H -1.5883 0.7388 1.2862 0.3910
H -0.8878 -1.7083 0.8724 0.1604
H -1.0681 -1.1686 2.5746 0.1765
H 1.2227 -1.1087 2.6152 0.4934
```

## Properties
* net charge: +1
* HOMO energy: -14.69 eV

---

It is ii that is the least stable of them.

---

## i
The following is a quantum chemistry calculation of the ion C5H9N2O with charge +1, from the OMol25 dataset.

```
17
Properties=species:S:1:pos:R:3:nbo_charge:R:1
O -2.4650 -0.7418 0.4142 -0.4926
C -1.6493 -0.0542 -0.1332 0.6934
C -1.0246 1.3381 0.1906 -0.5574
C 0.1295 0.9586 -0.7700 0.0621
N 1.2813 0.5401 0.0291 -0.5202
C 0.8711 -0.7553 0.6594 -0.2523
C 0.0801 -1.4772 -0.3468 -0.2804
N -0.6853 -0.4336 -1.0667 -0.3772
H -1.6707 2.2238 0.0795 0.2887
H -0.7256 1.3290 1.2007 0.2313
H 0.2536 1.5029 -1.6894 0.2659
H 1.4704 1.3327 0.6103 0.4674
H 1.9717 0.0946 -0.5968 0.4623
H 0.4493 -0.4947 1.5910 0.2404
H 1.7266 -1.3892 0.8480 0.2561
H 0.6008 -1.9121 -1.1516 0.2352
H -0.6138 -2.0617 0.1316 0.2773
```

## Properties
* net charge: +1
* SMILES: O=C1C[C@H]2[NH2+]CCN12
* HOMO energy: -14.21 eV

---

## ii
The following is a quantum chemistry calculation of the ion C5H9N2O with charge +1, from the OMol25 dataset.

```
17
Properties=species:S:1:pos:R:3:nbo_charge:R:1
N -1.6973 -0.0239 0.3263 -0.6857
C -0.3460 -0.5551 0.5700 -0.1968
C 0.7004 0.4518 1.0809 0.2017
N 1.9255 0.0718 0.8830 -0.2926
C 1.9359 -0.8787 -0.1893 -0.3048
C 0.6514 -0.3738 -0.9339 0.1710
O 0.4850 1.0002 -1.0502 -0.5187
C 0.5094 1.6901 0.2703 -0.1360
H -1.6089 0.6802 -0.4282 0.4574
H -2.0857 0.4278 1.1660 0.4466
H -2.3517 -0.7571 0.0218 0.4552
H -0.3365 -1.5422 1.0089 0.2513
H 1.8502 -1.9416 0.0475 0.2256
H 2.8662 -0.7147 -0.7385 0.2440
H 0.3581 -0.8635 -1.8559 0.2318
H -0.4057 2.2730 0.3722 0.1866
H 1.3773 2.3435 0.3182 0.2634
```

## Properties
* net charge: +1
* SMILES: [NH3+][C@@H]1C2=NC[C@@H]1OC2
* HOMO energy: -13.18 eV

---

It is ii that is the least stable of them.

---

## i
The following is a quantum chemistry calculation of a cluster of 2 separate species, CH5N2 in total, from the OMol25 dataset.

```
8
Properties=species:S:1:pos:R:3:nbo_charge:R:1
C 0.0840 -0.0056 0.1701 0.6746
N 0.1825 -0.8656 -0.7762 -0.7839
N -0.5491 1.1054 0.2522 -0.7784
H 1.5845 -1.0141 1.9358 0.0935
H 0.7241 -1.7096 -0.5467 0.4679
H -0.1999 -0.5605 -1.7417 0.4525
H -0.7766 1.3876 1.1250 0.4317
H -1.0495 1.6625 -0.4185 0.4421
```

## Properties
* net charge: +1
* HOMO energy (alpha / beta): -15.96 / -16.51 eV

---

## ii
The following is a quantum chemistry calculation of the ion CH5N2 with charge +1, from the OMol25 dataset.

```
8
Properties=species:S:1:pos:R:3:nbo_charge:R:1
N 1.1403 -0.1473 -0.0470 -0.6920
C -0.0090 0.4077 -0.0222 0.4049
N -1.1613 -0.1703 0.0049 -0.6810
H 1.9718 0.3668 -0.1498 0.4336
H 1.4055 -1.1060 0.1444 0.4370
H 0.0107 1.4118 0.2336 0.2282
H -1.9965 0.3765 -0.0262 0.4377
H -1.3614 -1.1391 -0.1378 0.4316
```

## Properties
* net charge: +1
* SMILES: NC=[NH2+]
* HOMO energy: -16.77 eV

---

It is i that is the least stable of them.

---

## i
The following is a quantum chemistry calculation of a structure of composition C5H7NS, from the OMol25 dataset.

```
14
Properties=species:S:1:pos:R:3:nbo_charge:R:1
C 0.1153 0.1628 2.1203 -0.6666
C 0.4095 0.5305 0.7164 0.2261
C 0.5161 -0.1814 -1.5159 -0.4636
C -0.8335 -0.8926 -1.5350 -0.3346
C -0.5406 0.1241 -0.3471 -0.3026
H -0.9676 -0.1101 2.3679 0.2476
H 0.3041 -0.9203 2.0730 0.2371
H 0.6547 0.6867 2.9426 0.2440
H 1.3439 -0.8190 -1.0457 0.2149
H -0.5751 -1.8453 -1.3636 0.2145
H -1.6439 -0.6192 -2.3299 0.2461
H -0.9889 1.0288 -0.8049 0.2186
N 1.1682 1.4163 0.2446 -0.5354
S 1.0378 1.4387 -1.5226 0.4538
```

## Properties
* HOMO energy: -8.20 eV

---

## ii
The following is a quantum chemistry calculation of the molecule C5H7NS, from the OMol25 dataset.

```
14
Properties=species:S:1:pos:R:3:nbo_charge:R:1
C -2.1214 -0.7386 0.0770 -0.6486
C -0.7255 -0.2659 -0.0044 0.1246
C 0.4663 -0.9490 -0.0815 -0.3076
C 1.5193 0.0077 -0.1072 -0.2221
S 3.2650 -0.4543 0.0244 -0.0046
C 0.9349 1.2590 -0.0613 -0.0984
N -0.4151 1.0749 0.0134 -0.5012
H -2.7053 -0.6204 -0.9038 0.2180
H -2.6965 -0.2095 0.8955 0.2234
H -2.1466 -1.8577 0.1559 0.2371
H 0.5579 -2.0206 -0.2288 0.2245
H 3.8259 0.7082 0.3977 0.1304
H 1.3531 2.2568 -0.1440 0.2142
H -1.1121 1.8095 -0.0329 0.4103
```

## Properties
* SMILES: Cc1cc(S)c[nH]1
* HOMO energy: -7.74 eV

---

## iii
The following is a quantum chemistry calculation of the molecule C5H7NS, from the OMol25 dataset.

```
14
Properties=species:S:1:pos:R:3:nbo_charge:R:1
C 2.9238 -0.6393 0.0065 -0.6413
C 1.5070 -0.2211 -0.0107 0.1177
C 0.3273 -0.9041 0.0176 -0.2962
C -0.7549 0.0446 0.0164 -0.2522
S -2.4960 -0.2241 -0.0059 0.0198
C -0.1721 1.2846 0.0041 -0.0869
N 1.1619 1.1329 -0.0129 -0.4987
H 3.5047 -0.0942 -0.8475 0.2158
H 3.4947 -0.4493 0.9519 0.2219
H 2.9769 -1.7210 -0.1754 0.2330
H 0.1858 -1.9855 -0.0383 0.2187
H -2.4519 -1.5732 0.0153 0.1302
H -0.6967 2.1932 0.0113 0.2105
H 1.8032 1.8960 0.0638 0.4079
```

## Properties
* SMILES: Cc1cc(S)c[nH]1
* HOMO energy: -7.58 eV

---

It is i that is the least stable of them.

---

## i
The following is a quantum chemistry calculation of the molecule C5H7NS, from the OMol25 dataset.

```
14
Properties=species:S:1:pos:R:3:nbo_charge:R:1
C -2.1222 -0.1447 0.0875 -0.3757
C -2.1798 1.1891 0.5894 -0.4959
C -0.8818 -0.6535 -0.1200 0.2450
C 0.3886 1.0112 0.0561 -0.3486
C 1.8486 0.9983 0.2544 -0.6914
N -0.2973 -1.7290 -0.6914 -0.8149
S -0.7013 1.9698 0.8585 0.5692
H -3.1066 -0.7067 0.1815 0.2427
H -3.0406 1.7345 0.9596 0.2350
H 2.2861 1.9126 -0.1115 0.2360
H 1.9267 0.8383 1.2915 0.2201
H 2.2718 0.1443 -0.3408 0.2148
H -0.6072 -2.2039 -1.5265 0.3804
H 0.6829 -1.8389 -0.6050 0.3833
```

## Properties
* HOMO energy (alpha / beta): -6.75 / -6.75 eV

---

## ii
The following is a quantum chemistry calculation of the molecule C5H7NS, from the OMol25 dataset.

```
14
Properties=species:S:1:pos:R:3:nbo_charge:R:1
C -2.3912 -0.0086 0.6712 -0.7669
S -1.6538 0.0181 -0.9712 0.4335
N -0.0179 0.0016 -0.5869 -0.5124
C 0.7647 -1.1279 -0.5008 -0.0705
C 1.9678 -0.7153 -0.0508 -0.2931
C 2.0235 0.7274 -0.1137 -0.2994
C 0.7580 1.1373 -0.4504 -0.0640
H -3.4179 -0.3195 0.5041 0.2291
H -1.9032 -0.7056 1.3176 0.2304
H -2.4608 1.0260 1.1280 0.2184
H 0.3413 -2.1224 -0.6750 0.2245
H 2.7830 -1.4082 0.1997 0.2224
H 2.8811 1.3748 0.0653 0.2272
H 0.3254 2.1222 -0.5370 0.2207
```

## Properties
* SMILES: CSn1cccc1
* HOMO energy: -8.58 eV

---

It is i that is the least stable of them.

---

## i
The following is a quantum chemistry calculation of a structure of composition C4H6OS, from the OMol25 dataset.

```
12
Properties=species:S:1:pos:R:3:nbo_charge:R:1
C 0.5724 0.6772 -0.6416 -0.5934
C 0.0700 -0.5544 0.1127 -0.1926
C -1.3030 -0.4605 0.4239 -0.3277
C 0.9940 -1.6290 0.5766 0.4256
H -0.2512 3.4998 -0.9295 0.0973
H 1.4953 0.5040 -1.2917 0.2462
H 0.8322 1.6738 0.3550 0.2385
H -2.1014 0.3265 0.4014 0.2536
H -1.9104 -1.1847 1.2083 0.2084
H 0.1778 -2.6230 0.5827 0.0991
O 2.2336 -1.7004 0.6844 -0.5015
S -0.8094 1.4708 -1.4822 0.0465
```

## Properties
* HOMO energy: -9.23 eV

---

## ii
The following is a quantum chemistry calculation of the molecule C4H6OS, from the OMol25 dataset.

```
12
Properties=species:S:1:pos:R:3:nbo_charge:R:1
C -1.3135 -2.0307 0.4977 -0.2631
C -0.8467 -0.9795 0.1399 -0.0449
C -0.1845 0.5017 0.0183 0.0632
C 0.7796 0.8012 1.2049 -0.6208
O 0.6859 0.7213 -1.1092 -0.6551
S -0.0535 0.6019 -2.5929 0.2880
H -1.5799 -3.0845 0.4471 0.2451
H -1.1737 1.1448 0.1934 0.2162
H 0.2275 1.0790 2.0638 0.2153
H 1.4845 1.5896 0.8090 0.2317
H 1.3547 0.0105 1.5908 0.2220
H 0.6196 -0.3553 -3.2626 0.1025
```

## Properties
* SMILES: C#C[C@@H](C)OS
* HOMO energy: -9.27 eV

---

## iii
The following is a quantum chemistry calculation of a structure of composition C4H6OS, from the OMol25 dataset.

```
12
Properties=species:S:1:pos:R:3:nbo_charge:R:1
C -1.2191 0.7321 -0.0658 0.3086
C 0.6263 1.0186 0.1528 -0.2818
C -1.8634 -0.3963 -0.7536 -0.7220
C 1.5734 0.6102 1.1590 -0.7203
O -1.3233 1.9414 -0.6280 -0.6289
S 0.1265 2.6478 -0.2227 0.6273
H -2.9401 -0.1810 -0.5954 0.2425
H -1.4080 -0.4408 -1.8701 0.2314
H -1.5810 -1.3284 -0.2028 0.2383
H 2.0557 1.5109 1.5818 0.2200
H 1.0941 -0.1798 1.8091 0.2576
H 2.4038 0.0534 0.6094 0.2273
```

## Properties
* HOMO energy (alpha / beta): -7.51 / -7.30 eV

---

It is i that is the least stable of them.

---

## i
The following is a quantum chemistry calculation of the molecule C4H6OS, from the OMol25 dataset.

```
12
Properties=species:S:1:pos:R:3:nbo_charge:R:1
C 1.4514 -0.4945 -1.7008 -0.6374
C 0.6529 -0.3002 -0.4835 -0.2304
C 0.8528 -0.6480 0.7853 0.0997
O -0.0340 -0.2236 1.7323 -0.4915
C -1.0900 0.5640 1.1378 -0.2099
S -0.9101 0.5070 -0.6505 0.2074
H 1.6983 0.4427 -2.2485 0.2275
H 2.3311 -1.0612 -1.4105 0.2247
H 0.8930 -1.1363 -2.4039 0.2205
H 1.7668 -1.0518 1.1772 0.2028
H -2.0645 0.1581 1.4341 0.1986
H -0.9940 1.5978 1.5686 0.1882
```

## Properties
* SMILES: CC1=COCS1
* HOMO energy: -7.65 eV

---

## ii
The following is a quantum chemistry calculation of the molecule C4H6OS, from the OMol25 dataset.

```
12
Properties=species:S:1:pos:R:3:nbo_charge:R:1
C 2.9502 -0.3651 -0.3014 0.1654
C 0.3468 -0.7516 0.4222 0.1613
C -1.6479 0.7530 0.2227 -0.6026
C -0.6997 -0.2343 -0.4943 -0.4993
O 1.7111 -0.4494 0.1312 -0.5128
S 4.2379 0.4799 0.0291 0.0118
H 0.2462 -1.6433 1.0120 0.1804
H -2.6508 0.3449 0.3167 0.2098
H -1.7171 1.6890 -0.3248 0.2160
H -1.2797 0.9743 1.2196 0.2168
H -0.2102 0.2654 -1.3313 0.2332
H -1.2867 -1.0627 -0.9017 0.2200
```

## Properties
* HOMO energy (alpha / beta): -7.62 / -8.11 eV

---

It is ii that is the least stable of them.